{"formula": "C43H57BaGeN8O5S2Se", "method": "ωB97M-V/def2-TZVPD", "elements": ["C", "H", "N", "H", "C", "H", "H", "N", "C", "H", "N", "Se", "C", "C", "C", "H", "H", "O", "S", "H", "C", "O", "C", "O", "H", "Ge", "N", "C", "C", "C", "C", "H", "C", "H", "C", "H", "H", "H", "N", "H", "H", "C", "C", "C", "C", "H", "H", "C", "H", "C", "H", "H", "H", "C", "H", "C", "C", "H", "H", "H", "H", "H", "H", "H", "C", "H", "H", "H", "H", "H", "C", "C", "O", "H", "H", "H", "O", "S", "H", "H", "H", "H", "C", "H", "C", "N", "C", "C", "C", "H", "H", "H", "H", "H", "C", "C", "C", "N", "C", "C", "C", "C", "H", "H", "H", "H", "C", "N", "C", "C", "H", "C", "H", "C", "H", "H", "Ba", "H"], "xyz": [[2.0312, -4.2472, -3.2896], [-2.2385, 3.3090, 1.4804], [2.1402, 1.3759, 1.1698], [0.1742, -3.0928, 0.8825], [-0.4256, 3.6881, -3.3497], [2.4706, -0.9908, -2.5110], [2.5425, -5.0667, -3.7794], [9.8138, 0.2616, 3.7167], [1.9507, 1.9198, 2.5155], [-7.7089, -1.6676, -5.0643], [0.6837, -2.4047, 1.4273], [-2.8515, 0.2502, -2.8007], [-0.8321, 2.5653, -0.6768], [0.6901, -2.0895, -1.9590], [-3.8553, 1.8982, -2.6028], [1.6710, -2.5870, 1.2740], [-2.6813, 0.2582, 1.4966], [0.3320, 2.1519, -0.9596], [9.3165, -1.6382, 5.6041], [5.8875, -2.3206, 3.0717], [5.5322, -1.8136, 2.1835], [10.0469, -0.7051, 6.4300], [-5.2253, -3.1012, 0.7035], [10.0976, -2.7446, 5.0824], [-2.8322, -0.6108, 2.8682], [-5.4841, -1.3914, -3.8660], [-1.8054, -2.7681, -0.6720], [-3.4430, -4.4467, -0.9225], [4.3347, -2.1503, 1.5779], [5.8121, -0.1803, 0.4848], [-1.1052, 4.0261, -0.9017], [1.0013, 2.4639, 2.5378], [9.5098, 0.9074, 2.5973], [-3.8463, 2.4407, -3.5466], [-3.8567, -0.4143, -4.3242], [0.5057, -3.5230, 3.2589], [-0.9470, 4.0218, -4.2490], [6.3584, 0.6133, -0.0070], [7.8486, -1.0333, 3.4252], [8.1743, 1.1970, 0.9412], [-0.8571, 6.3053, -3.3880], [8.3832, 0.6378, 1.8419], [-5.5821, -4.3266, 0.1246], [-0.8517, 4.5473, -2.1787], [-3.9794, -2.5511, 0.4728], [-6.9378, -1.5058, -1.8022], [2.7269, 2.6353, 2.8052], [0.1430, -3.3754, -2.0826], [-2.3183, 8.4140, -2.4651], [4.5957, -0.5856, -0.0418], [3.7355, -2.9509, 2.0024], [-2.6331, 4.9597, 1.9793], [-4.1271, -3.4274, -3.1909], [-3.0785, -3.2294, -0.3491], [0.6473, 3.7823, -3.5311], [2.6219, -2.9859, -3.2102], [-1.4529, 6.7626, -1.3800], [-5.9360, -2.5772, 1.3309], [-5.4259, -0.6512, -1.4502], [-6.5634, -4.7427, 0.3136], [-4.8795, 1.6900, -2.2969], [-0.9542, 1.5481, 2.2788], [-4.0785, 0.4430, -4.9623], [-3.3635, 2.4790, -1.8286], [-6.2241, -0.7730, -2.1840], [-6.3977, -1.4735, -6.2390], [1.9360, 1.2101, 4.5428], [-3.1825, -1.0631, -4.8853], [4.2070, -0.1079, -0.9368], [-0.6726, 8.7009, -1.9154], [0.7837, -4.4436, -2.7221], [0.3404, -2.5210, 2.8514], [8.0008, -1.9919, 6.0923], [2.0903, 2.0979, 0.4587], [2.8641, 0.2251, 3.4267], [-4.9763, -5.9501, -1.1464], [-1.7686, 1.8034, -0.2854], [-2.1450, -5.0135, -1.9097], [-2.0656, 6.8622, 0.6669], [-2.0079, 8.7534, -0.7626], [10.1975, 1.6889, 2.2867], [-0.7242, -2.2965, 2.9518], [-1.4541, 0.9029, 3.0041], [-7.0380, -0.0596, -5.3848], [-1.2065, -3.5842, -1.4937], [0.8171, -0.1364, 3.3361], [7.5664, -0.3743, 2.3120], [-0.4179, 0.3297, 3.9613], [8.9538, -0.6928, 4.0910], [3.5997, -2.8191, -3.6515], [-0.9882, 4.3617, 2.1488], [1.0488, -1.7418, 4.7229], [-6.7372, 0.1819, -2.3136], [-0.6302, 2.6280, -3.2109], [-1.6229, 8.2368, -1.6421], [1.9583, -1.9572, -2.5542], [-4.6971, -5.0084, -0.6910], [-2.1575, -0.1554, 2.2642], [1.1517, -1.5248, 3.6494], [1.9320, 0.7875, 3.5271], [-1.0365, 5.9065, -2.3930], [-1.7182, 6.2154, -0.1337], [-0.1837, 1.1005, 4.7079], [-0.8715, -0.4982, 4.5187], [3.0477, 0.9284, 1.1064], [2.2064, -1.6681, 3.4063], [-5.0408, -3.2762, -3.7689], [3.8365, -1.5396, 0.4978], [6.2911, -0.7870, 1.6378], [-1.5672, 4.8537, 0.1211], [0.3338, -5.4320, -2.7707], [-6.7905, -1.1183, -5.2841], [-2.1373, 1.5532, 3.5616], [-1.8748, 4.3336, 1.5066], [-5.8453, -3.8371, -3.2887], [-4.8821, -3.6732, -4.7739], [-0.0318, -0.1965, -0.1600], [-3.6913, -1.6032, 0.9046]], "atomic_forces_ev_per_a": [[-0.027, 0.055, 0.032], [-0.007, 0.042, -0.057], [0.030, 0.023, 0.043], [-0.020, 0.010, -0.051], [-0.009, 0.049, 0.044], [-0.044, -0.081, 0.001], [-0.002, 0.009, -0.003], [-0.223, -0.092, -0.128], [-0.113, -0.026, -0.174], [0.023, 0.035, -0.046], [-0.023, -0.435, 0.339], [0.212, 0.130, 0.212], [-0.013, -0.256, -0.334], [0.393, -0.163, -0.413], [-0.113, 0.002, 0.016], [0.023, 0.055, -0.067], [-0.012, 0.113, 0.058], [-0.351, 0.996, -0.009], [-0.018, 0.067, -0.055], [-0.021, 0.020, -0.016], [-0.018, -0.082, 0.053], [0.094, 0.092, 0.146], [0.069, -0.048, -0.068], [0.046, -0.097, -0.073], [0.061, -0.102, -0.009], [0.016, -0.020, -0.014], [-0.028, -0.227, -0.257], [-0.132, -0.170, 0.084], [-0.078, 0.114, -0.022], [-0.035, 0.092, -0.090], [0.055, 0.040, -0.128], [0.021, -0.005, 0.002], [0.146, 0.022, 0.124], [0.004, 0.011, -0.004], [0.124, 0.118, -0.241], [0.066, -0.064, 0.022], [0.036, 0.008, -0.009], [-0.001, -0.009, 0.004], [0.285, 0.030, 0.185], [-0.003, -0.007, 0.008], [-0.005, 0.003, 0.032], [0.040, 0.094, -0.113], [0.039, 0.018, -0.004], [-0.009, -0.034, -0.060], [-0.121, -0.039, 0.027], [0.009, 0.041, 0.009], [0.066, 0.020, 0.031], [-0.496, -0.046, 0.262], [0.011, -0.021, 0.004], [-0.059, -0.058, 0.008], [-0.010, -0.011, -0.040], [0.024, -0.008, 0.007], [-0.096, 0.029, -0.084], [0.312, 0.404, 0.115], [-0.010, 0.002, 0.043], [-0.116, -0.102, 0.032], [0.009, -0.019, 0.002], [0.007, -0.021, -0.017], [-0.041, -0.018, 0.003], [0.003, -0.004, -0.003], [0.006, -0.013, -0.049], [-0.024, -0.057, -0.013], [0.044, -0.005, -0.014], [0.006, -0.007, -0.006], [-0.117, 0.086, 0.217], [-0.038, 0.019, 0.016], [-0.012, 0.008, 0.023], [-0.014, -0.021, 0.014], [-0.020, -0.036, 0.013], [-0.011, -0.024, 0.012], [0.136, -0.006, -0.075], [-0.058, 0.119, -0.314], [-0.146, -0.094, 0.107], [-0.015, 0.042, 0.039], [0.011, 0.043, -0.047], [0.006, 0.011, 0.007], [0.221, 0.520, 0.153], [0.058, -0.111, -0.085], [0.012, -0.017, -0.015], [0.014, -0.019, -0.001], [0.029, -0.019, 0.025], [-0.007, -0.037, 0.005], [-0.014, -0.063, -0.133], [-0.006, -0.036, -0.007], [0.196, 0.103, 0.014], [-0.032, -0.038, -0.077], [-0.425, -0.177, -0.088], [0.070, -0.039, 0.119], [-0.027, 0.103, -0.191], [-0.023, -0.016, 0.011], [0.008, -0.007, -0.065], [-0.040, 0.020, 0.052], [-0.012, -0.039, 0.034], [-0.061, 0.061, 0.046], [-0.012, -0.010, 0.005], [0.009, 0.042, -0.032], [0.017, 0.033, 0.050], [0.179, 0.317, -0.187], [0.097, 0.193, 0.104], [-0.011, -0.119, 0.029], [-0.041, 0.021, -0.049], [-0.057, 0.001, 0.025], [0.008, 0.014, 0.013], [-0.044, 0.010, -0.025], [0.019, 0.015, 0.002], [-0.014, -0.046, 0.015], [0.053, -0.207, 0.024], [0.140, -0.121, 0.092], [0.314, 0.112, 0.088], [-0.014, 0.041, 0.110], [-0.014, 0.048, 0.011], [-0.182, 0.010, -0.167], [-0.060, -0.005, 0.079], [0.014, 0.045, -0.016], [0.051, -0.019, -0.037], [0.001, -0.018, 0.039], [-0.146, -1.059, 0.774], [0.007, -0.032, -0.038]], "molar_mass_g_mol": 1119.01, "energy_ev": -211906.480, "max_force_ev_per_a": 1.32, "charge": -1, "gap_ha": 0.257, "e_above_lowest_ev": 0.702, "lumo_energy_ev": 1.5, "homo_ev": -5.497}